ORCA calculation (ωB97M-V/def2-TZVPD) on C4H3N3O as an isolated structure in a non-equilibrium geometry.

Structure (XYZ):
```
11
Properties=species:S:1:pos:R:3
C 0.535 -1.810 0.214
C 0.101 0.114 0.701
C -0.638 1.913 -0.161
C 0.121 -0.472 -0.481
H 1.511 -2.138 0.095
H -0.292 -2.562 0.285
H -0.911 2.938 -0.119
N -0.247 1.324 0.977
N -0.608 1.416 -1.386
N -0.072 0.168 -1.602
O 0.499 -0.891 1.478
```

Frontier orbital gap, eV: 9.86
E_tot, a.u.: -393.62500
Energy above the lowest of the compared OMol25 structures with the same formula, charge and spin, kcal per mole: 59.24
Max |F|, eV/Å: 4.2

=====

ORCA calculation (ωB97M-V/def2-TZVPD) on an isolated ion of composition C6H13BrN and charge +1 in a non-equilibrium geometry.

Structure (XYZ):
```
21
Properties=species:S:1:pos:R:3
C -0.844 2.819 0.353
C -0.809 1.525 0.771
C 1.589 -0.496 0.471
C -0.432 0.457 -1.487
C 0.046 -0.779 0.726
C -0.728 0.285 -0.040
N -0.299 -2.143 0.238
Br -2.918 -0.513 0.172
H -1.047 3.563 1.150
H -1.018 3.196 -0.660
H -0.921 1.291 1.785
H 1.578 -0.437 -0.625
H 1.972 0.441 1.008
H 2.062 -1.429 0.908
H -1.264 1.035 -1.925
H -0.407 -0.520 -1.922
H 0.400 1.024 -1.666
H -0.233 -0.812 1.770
H 0.055 -2.107 -0.795
H -1.325 -2.105 0.213
H -0.007 -3.094 0.775
```

Frontier orbital gap (spin up / spin down), eV: 7.18 / 6.52
E_tot, a.u.: -2864.76182
Multiplicity: 3
<S²>: 2.01
Total charge: +1
Energy above the lowest of the compared OMol25 structures with the same formula, charge and spin, kcal per mole: 0.00
Max |F|, eV/Å: 6.1

=====

ORCA calculation (ωB97M-V/def2-TZVPD) on a 2-piece molecular cluster, C2H6NP overall in a non-equilibrium geometry.

Structure (XYZ):
```
10
Properties=species:S:1:pos:R:3
C 0.013 -0.068 1.337
C 0.724 -0.096 -1.387
N -0.866 0.681 0.477
P -0.586 -0.765 -0.269
H 1.115 0.304 1.175
H -0.353 -0.435 2.289
H 1.636 -0.479 -0.985
H 0.556 1.054 -1.182
H 0.427 -0.475 -2.321
H -2.666 0.279 0.866
```

Frontier orbital gap (spin up / spin down), eV: 8.26 / 8.46
E_tot, a.u.: -475.70343
Energy above the lowest of the compared OMol25 structures with the same formula, charge and spin, kcal per mole: 96.44
Max |F|, eV/Å: 4.9

=====

ORCA calculation (ωB97M-V/def2-TZVPD) on AlBH24O10 as an isolated structure in a non-equilibrium geometry.

Structure (XYZ):
```
36
Properties=species:S:1:pos:R:3
Al 3.137 0.397 -1.161
B 0.043 0.391 0.056
H 0.534 -0.566 -0.029
H 0.656 1.187 -0.336
H -0.817 0.436 -0.595
H -0.300 0.521 1.071
O 1.654 2.725 -2.356
H 1.600 3.680 -2.381
H 0.992 2.430 -2.981
O -2.745 -1.112 0.908
H -3.421 -0.516 1.230
H -1.934 -0.605 0.958
O -1.620 -1.165 -2.331
H -1.533 -0.747 -1.474
H -1.658 -2.102 -2.138
O 1.924 1.791 2.022
H 1.946 2.117 2.922
H 1.012 1.541 1.879
O -2.002 2.369 0.792
H -2.005 3.014 0.085
H -1.239 1.819 0.612
O -0.213 -2.896 0.921
H -0.452 -2.039 1.275
H -1.050 -3.337 0.776
O 2.520 -1.148 1.408
H 1.778 -1.747 1.327
H 2.759 -1.185 2.334
O -2.194 0.988 3.220
H -2.344 1.696 3.846
H -1.925 1.431 2.416
O 2.113 -2.537 -1.286
H 1.167 -2.665 -1.221
H 2.445 -3.368 -1.625
O 0.736 -0.216 -3.206
H -0.062 -0.591 -2.834
H 0.500 0.010 -4.105
```

Frontier orbital gap (spin up / spin down), eV: 10.10 / 4.41
E_tot, a.u.: -1033.61378
Multiplicity: 2
<S²>: 0.76
Total charge: +1
Energy above the lowest of the compared OMol25 structures with the same formula, charge and spin, kcal per mole: 0.08
Max |F|, eV/Å: 5.4

=====

ORCA calculation (ωB97M-V/def2-TZVPD) on a 2-piece molecular cluster, C7H15PS overall in a non-equilibrium geometry.

Structure (XYZ):
```
24
Properties=species:S:1:pos:R:3
C -1.403 0.571 -1.305
C -0.319 -0.579 -1.387
C -1.020 1.326 -0.058
C -0.213 -1.135 0.048
C -1.979 2.380 0.546
C -1.063 -2.236 0.770
C 4.193 -0.327 0.681
P -0.143 0.381 1.197
S 3.012 0.520 -0.488
H -1.418 1.085 -2.285
H -2.491 0.298 -1.130
H -0.640 -1.418 -2.033
H 0.598 -0.223 -1.582
H -0.206 1.856 -0.513
H 0.686 -1.673 0.212
H -1.962 2.423 1.613
H -3.004 2.036 0.346
H -1.859 3.340 0.238
H -1.151 -3.056 0.067
H -2.151 -1.890 0.899
H -0.622 -2.428 1.648
H 3.657 -1.002 1.186
H 4.603 0.493 1.225
H 4.897 -0.744 0.105
```

Frontier orbital gap (spin up / spin down), eV: 8.41 / 5.81
E_tot, a.u.: -1015.09167
Energy above the lowest of the compared OMol25 structures with the same formula, charge and spin, kcal per mole: 80.14
Max |F|, eV/Å: 7.0

=====

ORCA calculation (ωB97M-V/def2-TZVPD) on C25H25AsN7O2S2Y as an isolated structure in a non-equilibrium geometry.

Structure (XYZ):
```
63
Properties=species:S:1:pos:R:3
Y -1.453 -0.763 0.370
N -0.306 -1.049 3.314
N -1.059 -2.010 4.008
C -2.116 -2.560 3.421
N -2.893 -3.401 4.076
N -2.281 -2.181 2.123
N -3.422 -2.474 1.461
O -3.403 -1.939 0.302
O -4.340 -3.121 1.863
H 0.674 -1.151 3.558
H -0.631 -0.121 3.566
H -0.878 -2.186 4.985
H -2.726 -3.615 5.047
H -3.730 -3.754 3.639
S -1.904 1.388 1.589
C -0.415 2.354 1.304
C -0.534 3.725 1.545
C 0.545 4.575 1.369
C 1.767 4.079 0.932
C 1.897 2.727 0.677
C 0.825 1.854 0.877
As 1.143 -0.019 0.452
C 2.236 0.129 -1.130
C 3.595 -0.150 -1.104
C 4.347 0.009 -2.263
C 3.744 0.444 -3.433
C 2.383 0.725 -3.455
C 1.627 0.565 -2.304
C 2.377 -0.628 1.798
C 2.830 -1.944 1.726
C 3.680 -2.436 2.709
C 4.061 -1.621 3.769
C 3.602 -0.312 3.842
C 2.756 0.190 2.856
H -1.488 4.117 1.873
H 0.427 5.634 1.566
H 2.610 4.742 0.786
H 2.840 2.340 0.315
H 4.074 -0.481 -0.194
H 5.408 -0.205 -2.246
H 4.335 0.569 -4.331
H 1.915 1.072 -4.367
H 0.571 0.801 -2.323
H 2.545 -2.581 0.898
H 4.050 -3.452 2.644
H 4.726 -2.004 4.534
H 3.909 0.327 4.661
H 2.409 1.213 2.911
N -4.453 1.266 -6.015
C -4.413 0.072 -5.407
S -5.291 -1.233 -5.850
C -3.518 0.005 -4.204
C -3.357 1.094 -3.352
C -2.594 0.960 -2.211
N -1.986 -0.190 -1.882
C -2.112 -1.231 -2.733
C -2.863 -1.181 -3.879
H -5.051 1.370 -6.819
H -3.811 2.012 -5.807
H -3.851 2.039 -3.539
H -2.473 1.789 -1.526
H -1.592 -2.147 -2.473
H -2.961 -2.047 -4.518
```

Frontier orbital gap, eV: 6.27
E_tot, a.u.: -4571.41348
Total charge: +2
Max |F|, eV/Å: 1.9